Entry 1:
DFT (wB97M-V/def2-TZVPD) results for a structure of composition C37H76N5NiO10 at a distorted geometry.

For the energy, the calculation gives -3989.3488 Eh. The total charge is -1. Its expectation value of S² is 2.01. As for the spin multiplicity: 3. As for the HOMO-LUMO gap (alpha / beta): 0.2626 / 0.2626 Ha.

The geometry in XYZ format:
```
129
C37H76N5NiO10 wB97M-V/def2-TZVPD
Ni 2.400 0.671 2.025
C 0.699 -0.089 0.195
O -0.302 0.327 -0.415
O 0.820 -0.425 1.348
O 1.681 0.657 0.141
N 3.992 3.045 0.472
O 3.616 2.269 1.361
O 3.234 3.664 -0.232
O 5.156 3.192 0.185
C 4.427 1.320 -4.542
C 3.268 2.327 -4.496
C 3.003 2.704 -5.997
C 2.118 1.781 -6.704
C 0.960 1.294 -6.002
C 1.219 0.830 -4.478
N 2.020 1.836 -3.874
O 2.279 1.440 -2.540
C -0.162 0.829 -3.740
C 1.728 -0.616 -4.457
C 3.688 3.782 -3.929
H 5.430 1.632 -4.833
H 4.270 0.638 -5.377
H 4.514 0.908 -3.537
H 2.621 3.719 -6.107
H 3.948 2.731 -6.539
H 2.734 0.917 -6.954
H 1.891 2.210 -7.680
H 0.711 0.473 -6.674
H 0.139 2.005 -6.102
H 0.010 0.365 -2.769
H -0.517 1.858 -3.685
H -0.931 0.306 -4.307
H 2.318 -0.683 -5.371
H 2.339 -0.808 -3.575
H 0.856 -1.270 -4.462
H 2.940 4.566 -3.817
H 4.360 4.303 -4.610
H 4.198 3.774 -2.965
H 2.701 0.588 -2.679
C -4.006 0.468 1.176
C -4.291 1.911 1.211
C -5.550 2.145 2.144
C -5.249 2.148 3.638
C -4.181 3.263 3.889
C -2.944 3.075 3.139
N -3.107 2.600 1.734
O -2.011 2.545 0.966
C -2.212 4.490 3.065
C -1.947 2.054 3.836
C -4.511 2.422 -0.233
H -4.822 -0.249 1.263
H -3.510 0.278 2.128
H -3.219 0.119 0.508
H -5.978 3.125 1.937
H -6.335 1.400 2.016
H -4.953 1.143 3.939
H -6.148 2.377 4.209
H -4.022 3.104 4.955
H -4.570 4.280 3.945
H -1.142 4.542 2.865
H -2.780 5.177 2.437
H -2.287 5.023 4.013
H -1.860 2.391 4.869
H -2.436 1.082 3.769
H -0.965 1.801 3.437
H -5.504 2.229 -0.641
H -3.759 2.181 -0.985
H -4.523 3.510 -0.177
H -1.581 1.730 1.235
C -3.773 -2.605 -3.635
C -3.915 -1.798 -2.340
C -5.228 -2.313 -1.688
C -5.025 -3.775 -1.232
C -3.905 -3.822 -0.148
C -2.611 -3.142 -0.472
N -2.783 -1.972 -1.373
O -1.609 -1.576 -2.042
C -2.214 -2.675 0.929
C -1.634 -4.260 -1.073
C -4.144 -0.280 -2.687
H -2.962 -3.331 -3.687
H -3.281 -2.002 -4.398
H -4.664 -3.012 -4.113
H -5.502 -1.695 -0.833
H -6.108 -2.143 -2.308
H -4.536 -4.376 -1.999
H -5.900 -4.325 -0.885
H -3.855 -4.843 0.232
H -4.413 -3.274 0.645
H -2.196 -3.563 1.560
H -1.311 -2.094 1.117
H -2.876 -1.903 1.323
H -2.054 -4.491 -2.052
H -0.622 -3.973 -1.358
H -1.526 -5.169 -0.480
H -5.211 -0.080 -2.592
H -3.676 -0.001 -3.631
H -3.688 0.330 -1.907
H -1.325 -0.819 -1.524
C 6.209 -1.547 3.291
C 4.808 -1.685 2.582
C 4.450 -3.208 2.465
C 3.916 -3.777 3.742
C 2.826 -2.956 4.352
C 3.147 -1.479 4.522
N 3.801 -0.923 3.284
O 4.126 0.421 3.443
C 1.941 -0.774 4.931
C 4.104 -1.280 5.747
C 4.798 -1.015 1.194
H 6.561 -2.436 3.815
H 6.788 -1.512 2.367
H 6.271 -0.637 3.888
H 3.699 -3.269 1.677
H 5.198 -3.885 2.052
H 3.584 -4.789 3.509
H 4.718 -3.975 4.454
H 2.734 -3.346 5.366
H 1.882 -2.935 3.808
H 1.324 -1.233 5.703
H 1.373 -0.621 4.013
H 2.167 0.268 5.160
H 3.696 -1.143 6.749
H 4.788 -0.464 5.512
H 4.664 -2.213 5.811
H 3.778 -0.755 0.914
H 5.242 -0.023 1.112
H 5.273 -1.613 0.416
H 4.705 0.351 4.205
```

Entry 2:
DFT (wB97M-V/def2-TZVPD) results for a structure of composition C27H45Br16IO4S at a distorted geometry.

For the energy, the calculation gives -43236.8344 Eh. As for the spin multiplicity: 1. As for the HOMO-LUMO gap: 0.3099 Ha.

The geometry in XYZ format:
```
94
C27H45Br16IO4S wB97M-V/def2-TZVPD
O 1.408 -1.284 -0.077
S 2.001 0.007 0.054
O 3.072 0.010 1.013
O 0.855 1.000 0.497
C 1.329 2.348 0.416
C 1.359 2.904 -1.022
C 0.031 3.594 -1.424
O -0.856 2.819 -2.226
C -1.422 1.720 -1.601
C -1.317 0.494 -2.254
C -1.820 -0.681 -1.712
C -2.444 -0.614 -0.471
C -2.591 0.612 0.161
C -2.078 1.784 -0.383
C 1.855 1.892 -2.074
C 2.617 0.667 -1.524
I 2.609 -0.961 -2.917
H 2.355 2.378 0.795
H 0.741 3.030 1.025
H 2.106 3.701 -0.968
H 0.263 4.481 -2.013
H -0.469 3.932 -0.515
H -0.824 0.467 -3.220
H -1.675 -1.616 -2.262
H -2.804 -1.535 -0.028
H -3.088 0.601 1.122
H -2.182 2.716 0.157
H 1.077 1.529 -2.737
H 2.565 2.426 -2.708
H 3.647 0.956 -1.333
Br 4.471 1.501 6.075
C 4.565 -0.083 4.945
C 3.364 -0.197 4.047
Br 1.801 -0.820 5.022
H 4.680 -0.935 5.607
H 5.470 0.042 4.354
H 3.532 -0.942 3.274
H 3.091 0.743 3.581
Br -0.470 -5.930 0.859
C 0.422 -5.560 -0.830
C 0.167 -4.149 -1.282
Br -1.619 -3.921 -2.019
H 0.082 -6.310 -1.537
H 1.483 -5.702 -0.636
H 0.843 -3.878 -2.089
H 0.260 -3.428 -0.480
Br 0.970 -4.912 5.843
C -0.704 -4.698 4.881
C -1.737 -5.714 5.288
Br -1.383 -7.460 4.505
H -0.462 -4.746 3.824
H -1.043 -3.694 5.130
H -2.714 -5.424 4.905
H -1.799 -5.857 6.362
Br 0.351 5.978 0.867
C -1.164 5.521 2.003
C -0.858 5.769 3.454
Br 0.294 4.379 4.180
H -1.412 4.483 1.797
H -1.977 6.160 1.665
H -1.769 5.728 4.047
H -0.358 6.717 3.624
Br -6.370 4.066 0.769
C -6.862 3.379 -0.989
C -6.729 1.883 -1.056
Br -4.855 1.347 -1.209
H -6.237 3.892 -1.712
H -7.899 3.679 -1.131
H -7.218 1.499 -1.948
H -7.129 1.380 -0.185
Br 7.847 -3.738 -1.100
C 6.113 -2.847 -1.057
C 4.988 -3.844 -1.025
Br 4.695 -4.648 -2.775
H 6.073 -2.188 -1.920
H 6.118 -2.250 -0.147
H 4.050 -3.350 -0.773
H 5.165 -4.660 -0.330
Br 7.095 -0.022 -4.249
C 8.582 -1.049 -3.520
C 9.791 -0.984 -4.413
Br 9.590 -2.126 -5.974
H 8.220 -2.061 -3.369
H 8.793 -0.595 -2.555
H 10.667 -1.363 -3.892
H 9.992 0.018 -4.779
Br -9.673 1.859 -3.569
C -11.198 1.495 -2.417
C -10.884 1.758 -0.968
Br -9.802 0.340 -0.186
H -11.493 0.467 -2.603
H -11.981 2.166 -2.763
H -11.799 1.772 -0.380
H -10.344 2.687 -0.814
```